An isolated molecule of C3H7N in a non-equilibrium geometry, computed with ωB97M-V/def2-TZVPD.

Last columns: bonded neighbours and bond lengths (Å).
Element x y z (Å)
1 C -0.3134 0.5071 0.2864  H4 1.089, C5 1.443, H8 1.236, C9 1.514
2 H -0.9233 -1.3628 -0.3075  C5 1.286
3 H 0.4618 1.9993 -1.0501  C9 1.093
4 H -1.3388 0.8449 0.4301  C1 1.089
5 C -0.1719 -0.8887 0.6224  C1 1.443, H2 1.286, N11 1.254
6 H 0.3013 -2.5459 1.4434  N11 1.023
7 H 1.2468 0.4199 -1.2162  C9 1.093
8 H 0.3787 0.9869 1.1904  C1 1.236
9 C 0.2914 0.9197 -1.0391  C1 1.514, H3 1.093, H7 1.093, H10 1.093
10 H -0.3840 0.6553 -1.8572  C9 1.093
11 N 0.4515 -1.5356 1.4975  C5 1.254, H6 1.023

HOMO level = -9.6 eV
Charge = 0
E_tot = -173.2011 Eh
Gap between HOMO and LUMO = 0.3947 Ha
Structure (SMILES) = [H]/N=C/CC